[1]
Formula: C13H24N2O5S
Source: OMol25
Level of theory: ωB97M-V/def2-TZVPD

CARTESIAN COORDINATES (ANGSTROEM)
O (0.71008, 2.85673, 4.76379)
S (0.97304, 1.36350, 4.44999)
O (2.21235, 0.94238, 5.32080)
C (-0.54921, 0.35534, 4.89555)
C (-0.53116, -1.17444, 4.29655)
C (0.09513, -1.28398, 2.76219)
C (1.43414, -0.36434, 2.52681)
C (2.09508, -0.59008, 1.04194)
O (3.39498, -1.33272, 1.08351)
O (4.30626, -0.60345, 1.69333)
O (1.24696, 1.07703, 2.75877)
H (-1.51486, 0.97525, 4.60888)
H (-0.53712, 0.24368, 6.08168)
H (-1.62453, -1.59582, 4.29371)
H (0.16584, -1.82804, 4.97810)
H (0.45387, -2.41787, 2.65911)
H (-0.75247, -1.12140, 1.94338)
H (2.23934, -0.73633, 3.31364)
H (2.17382, 0.40783, 0.39783)
H (1.36747, -1.29602, 0.41518)
H (4.33467, -0.93066, 2.63996)
C (1.19578, 1.53482, -3.52025)
C (1.96778, 0.37385, -4.13906)
C (1.19497, -0.94583, -4.09376)
C (0.90446, -1.32141, -2.64982)
N (0.66342, -1.63302, -1.45199)
H (0.99786, 1.36750, -2.45678)
H (1.77353, 2.46109, -3.60080)
H (0.23746, 1.68500, -4.03042)
H (2.92388, 0.26331, -3.61289)
H (2.20013, 0.61710, -5.18172)
H (1.78394, -1.74220, -4.56081)
H (0.24988, -0.85728, -4.64041)
C (-2.60798, 0.39789, -0.62555)
C (-3.85314, 0.49448, -1.50133)
C (-3.60033, 0.05637, -2.94528)
C (-2.54137, 0.94715, -3.57418)
N (-1.66287, 1.68608, -4.09594)
H (-1.81229, 1.06093, -0.97963)
H (-2.84256, 0.69281, 0.40220)
H (-2.22037, -0.62710, -0.60633)
H (-4.21883, 1.52851, -1.48491)
H (-4.64090, -0.13268, -1.06958)
H (-4.52474, 0.13076, -3.52766)
H (-3.26139, -0.98474, -2.97779)

Cartesian forces (eV/Å) of the 3 atoms listed first:
O -0.01 -5.18 -2.33
S 3.58 3.72 3.94
O -4.51 0.09 -3.81

Summary:
Net charge ... 0
Structure (SMILES) ... O=S1(=O)CCC[C@@H](COO)O1.CCCC#N.CCCC#N
Frontier orbital gap ... 10.317 eV
Maximum force ... 10.56 eV/A

---

[2]
Formula: C5H27O11
Source: OMol25
Level of theory: ωB97M-V/def2-TZVPD

CARTESIAN COORDINATES (ANGSTROEM)
C (1.91966, -0.83211, -0.36670)
O (2.31110, 0.48964, -0.12200)
C (2.08514, -1.22480, -1.84324)
C (1.03910, -2.22152, -2.34954)
C (-0.18623, -1.56960, -2.92045)
C (-0.38839, -0.28881, -3.19727)
O (-1.56156, 0.14611, -3.75407)
H (2.37709, -1.56216, 0.30107)
H (0.83387, -0.89904, -0.22772)
H (3.08823, -1.62335, -2.02349)
H (2.02770, -0.30444, -2.41884)
H (1.45751, -2.90414, -3.09529)
H (0.75327, -2.89056, -1.52895)
H (-0.96681, -2.28161, -3.16253)
H (-2.15386, -0.60485, -3.84618)
H (0.35809, 0.47863, -3.12528)
H (-1.92940, 1.46020, -1.94348)
H (-0.89167, 1.71061, -0.45536)
O (-2.17164, 1.47164, -1.03601)
H (0.02255, 2.78395, 0.17114)
H (1.51479, 1.03081, 0.05951)
O (-0.03688, 1.82187, 0.17623)
H (3.70493, 1.18463, -0.94342)
H (4.01233, 2.69425, -1.09932)
O (4.41650, 1.83468, -1.14301)
H (-1.70432, -0.32373, 3.01519)
H (-2.70364, -1.39574, 3.40513)
O (-1.95767, -0.89787, 3.75664)
H (0.29112, 0.12391, 3.69518)
H (1.12008, -0.48231, 4.84340)
O (1.18590, -0.07998, 3.98215)
H (1.86271, 2.27315, 2.36477)
H (0.43795, 2.38814, 2.87125)
O (1.34834, 2.64060, 3.09097)
H (-3.08278, -1.50822, 1.00334)
H (-4.43977, -1.69480, 1.34634)
O (-3.60567, -1.84476, 1.78862)
H (-0.99353, 1.37964, 1.52898)
H (-2.21605, 1.85549, 2.23377)
O (-1.35934, 1.53307, 2.44108)
H (-1.43539, -1.26008, -0.52975)
H (-2.14165, 0.23208, -0.67698)
O (-2.24170, -0.83864, -0.26586)

Cartesian forces (eV/Å) of the 3 atoms listed first:
C -1.61 -0.36 -0.90
O 0.59 -0.01 0.33
C 0.79 -0.17 -0.08

Summary:
Net charge ... -1
Frontier orbital gap ... 9.387 eV
Maximum force ... 1.88 eV/A
Energy relative to the best compared isomer or geometry (same formula, charge and spin) ... 4.029 eV

---

[3]
Formula: C15H14Cl9F4O3P
Source: OMol25
Level of theory: ωB97M-V/def2-TZVPD

CARTESIAN COORDINATES (ANGSTROEM)
C (-0.19881, 5.59452, -0.71794)
C (0.37916, 4.84085, -1.43850)
C (1.18311, 3.95752, -2.27920)
C (0.72791, 2.52113, -2.16013)
C (-0.06801, 1.88020, -3.03142)
P (-0.73563, 2.69235, -4.55534)
O (-1.04234, 4.23900, -4.15566)
Cl (-2.63635, 1.90017, -4.73579)
C (-0.34866, 0.44467, -2.71267)
O (-1.34646, -0.14058, -3.05607)
C (0.68328, -0.32854, -1.94814)
C (1.44657, 0.31379, -1.06802)
C (2.52778, -0.34301, -0.22172)
F (3.58421, -0.68101, -1.01912)
F (2.97359, 0.49694, 0.73383)
C (2.06810, -1.62554, 0.50064)
F (2.98789, -1.89515, 1.46566)
F (0.89408, -1.38107, 1.14154)
C (1.22751, 1.79263, -0.94153)
O (1.39900, 2.42118, 0.06980)
H (-0.47787, 6.38710, -0.06782)
H (2.20758, 4.01092, -1.90690)
H (1.19616, 4.30306, -3.30705)
H (-1.72709, 4.30773, -3.47151)
H (0.72220, -1.39007, -2.18608)
H (1.97331, -2.47742, -0.16595)
Cl (-5.66108, -0.27544, -3.33520)
C (-4.52072, -0.60474, -2.02526)
Cl (-5.00065, 0.18452, -0.51721)
H (-4.48414, -1.67480, -1.86011)
H (-3.54479, -0.23441, -2.31804)
Cl (1.77358, -1.23315, 5.81284)
C (2.79591, -0.70041, 4.46826)
Cl (3.25834, 0.99488, 4.62411)
H (3.69275, -1.30784, 4.45505)
H (2.24700, -0.82428, 3.54436)
Cl (-0.01657, -3.40345, -1.54722)
C (-0.48577, -5.11440, -1.58401)
Cl (0.30661, -6.03108, -0.30306)
H (-1.55887, -5.17606, -1.44926)
H (-0.19859, -5.52884, -2.54274)
Cl (-1.03868, -2.93811, 8.54728)
C (-1.61015, -2.03820, 7.13701)
Cl (-2.59119, -3.04732, 6.06695)
H (-2.21332, -1.20541, 7.47778)
H (-0.74988, -1.68286, 6.58354)

Cartesian forces (eV/Å) of the 3 atoms listed first:
C 0.15 0.61 0.27
C 0.31 -0.17 -0.40
C -0.01 -0.18 0.54

Summary:
Net charge ... 0
Structure (SMILES) ... C#CCC1=C(P(O)Cl)C(=O)C=C(C(F)(F)C(F)F)C1=O.ClCCl.ClCCl.ClCCl.ClCCl
Frontier orbital gap ... 7.674 eV
Maximum force ... 1.10 eV/A
Energy relative to the best compared isomer or geometry (same formula, charge and spin) ... 0.176 eV

---

[4]
Formula: C5H12O2
Source: OMol25
Level of theory: ωB97M-V/def2-TZVPD

CARTESIAN COORDINATES (ANGSTROEM)
C (-1.70609, -0.62267, 1.24988)
O (-0.37386, -0.24260, 0.99124)
C (-0.20996, 0.52050, -0.20892)
C (-0.35346, 2.00945, 0.08444)
C (1.14713, 0.16330, -0.80904)
C (1.34080, -1.34365, -0.98291)
O (1.62969, -1.98950, 0.23530)
H (-2.37039, 0.24684, 1.35293)
H (-1.70755, -1.18072, 2.18908)
H (-2.09454, -1.26939, 0.44922)
H (-0.99323, 0.20870, -0.92042)
H (0.47148, 2.35094, 0.71857)
H (-1.29401, 2.21998, 0.60439)
H (-0.34244, 2.59239, -0.84340)
H (1.95012, 0.53823, -0.16174)
H (1.23760, 0.67529, -1.77583)
H (0.44246, -1.77402, -1.46222)
H (2.18552, -1.54157, -1.65095)
H (0.96785, -1.65252, 0.85969)

Cartesian forces (eV/Å) of the 3 atoms listed first:
C -0.22 -0.04 0.07
O 0.06 -0.01 0.00
C 0.03 0.08 -0.15

Summary:
Net charge ... 0
Structure (SMILES) ... CO[C@@H](C)CCO
Frontier orbital gap ... 10.903 eV
Maximum force ... 0.43 eV/A
Energy relative to the best compared isomer or geometry (same formula, charge and spin) ... 1.057 eV

---

[5]
Formula: C4H8IrO3
Source: OMol25
Level of theory: ωB97M-V/def2-TZVPD

CARTESIAN COORDINATES (ANGSTROEM)
O (-0.66881, 0.24600, -0.53408)
O (-2.33129, -0.29080, 0.86859)
C (-1.76095, -0.45864, -0.15210)
O (0.94186, -0.95266, 1.75622)
C (0.45225, -1.46636, 2.94875)
C (-0.53357, 0.60965, -1.96474)
C (0.77238, 1.33984, -2.12977)
H (-0.03726, -0.72509, 3.60442)
H (-0.32168, -2.22729, 2.73105)
H (1.25649, -1.96173, 3.52129)
H (-0.56729, -0.32208, -2.53928)
H (-1.40191, 1.23595, -2.19298)
H (1.63630, 0.70926, -1.86523)
H (0.88275, 1.60668, -3.18861)
H (0.79745, 2.27426, -1.55075)
Ir (0.88331, 0.38301, 0.68724)

Cartesian forces (eV/Å) of the 3 atoms listed first:
O -0.33 0.96 -1.59
O 1.23 -0.62 -1.57
C -2.94 -0.17 2.09

Summary:
Net charge ... +2
Frontier orbital gap (alpha / beta) ... 8.170 / 7.657 eV
Maximum force ... 4.58 eV/A
Energy relative to the best compared isomer or geometry (same formula, charge and spin) ... 0.937 eV
⟨S²⟩ ... 8.76
2S+1 ... 6

---

[6]
Formula: C6H4N5O5Pt
Source: OMol25
Level of theory: ωB97M-V/def2-TZVPD

CARTESIAN COORDINATES (ANGSTROEM)
O (0.17238, 3.18206, -3.51605)
C (0.23390, 2.76835, -2.46102)
Pt (-0.03996, -0.36473, -0.23345)
O (-0.04823, 1.80881, 1.80180)
C (-0.01438, 0.89072, 1.11873)
C (-0.33306, -3.37780, -0.68656)
O (-0.28916, -4.09719, -1.56752)
C (1.92829, -0.64183, 0.05314)
O (3.06664, -0.56779, 0.24677)
C (-2.01919, -0.22394, -0.42399)
O (-3.14131, 0.10293, -0.36323)
H (0.16651, 1.13306, -1.10278)
N (1.53341, -2.24357, 4.52066)
N (0.39608, -2.05287, 3.73733)
N (-0.34499, -3.13224, 3.31871)
C (-0.75074, -2.73347, 2.11147)
N (-0.18637, -1.58909, 1.73015)
N (0.60187, -1.18178, 2.66368)
H (1.84412, -1.30838, 4.80466)
H (1.23118, -2.86809, 5.26993)
H (-1.43178, -3.29736, 1.52037)

Cartesian forces (eV/Å) of the 3 atoms listed first:
O 0.18 -0.91 2.66
C -0.20 0.41 -2.40
Pt 0.10 -3.03 -2.86

Summary:
Net charge ... +3
Frontier orbital gap (alpha / beta) ... 6.108 / 6.116 eV
Maximum force ... 8.43 eV/A
Energy relative to the best compared isomer or geometry (same formula, charge and spin) ... 0.230 eV
⟨S²⟩ ... 6.03
2S+1 ... 5

---

[7]
Formula: C16H17N6OPtS4
Source: OMol25
Level of theory: ωB97M-V/def2-TZVPD

CARTESIAN COORDINATES (ANGSTROEM)
Pt (0.29123, -1.45514, 1.40834)
S (-0.84687, -2.73579, -0.25571)
C (-2.43876, -2.02732, -0.24766)
C (-3.35487, -2.42989, -1.22300)
C (-4.64476, -1.92582, -1.26515)
C (-5.54403, -2.37017, -2.28975)
N (-6.24818, -2.73350, -3.12339)
C (-5.04776, -0.98458, -0.30240)
C (-4.14499, -0.57756, 0.66630)
C (-2.84190, -1.07711, 0.71532)
S (-1.77863, -0.52183, 1.98177)
C (-6.37269, -0.43700, -0.31516)
N (-7.43667, -0.00018, -0.32175)
H (-3.04755, -3.15736, -1.96299)
H (-4.45533, 0.14824, 1.40678)
C (2.06139, -0.28553, -0.89818)
N (0.93171, 0.18497, -0.05865)
C (1.36656, 1.39270, 0.68018)
N (1.79856, 2.44846, -0.23005)
C (2.89498, 1.92686, -1.05177)
N (2.49566, 0.75178, -1.82815)
C (1.35905, 1.12343, -2.67316)
N (0.22851, 1.62078, -1.88829)
C (-0.18376, 0.57446, -0.95877)
C (0.67931, 2.77852, -1.11595)
H (1.72747, -1.16575, -1.44901)
H (2.88209, -0.57325, -0.24379)
H (2.18511, 1.10845, 1.33987)
H (0.52322, 1.74006, 1.27921)
H (3.72749, 1.65463, -0.40009)
H (3.22449, 2.70959, -1.73860)
H (1.03827, 0.24806, -3.24060)
H (1.67536, 1.90189, -3.37111)
H (-0.50078, -0.30976, -1.50954)
H (-1.00848, 0.92709, -0.34009)
H (-0.15225, 3.14769, -0.51270)
H (0.99264, 3.56527, -1.80573)
C (3.48059, 0.25534, 4.04557)
O (2.77031, -0.58429, 3.13934)
C (3.39951, -1.65649, 2.61438)
S (4.97854, -2.02266, 2.95216)
S (2.40249, -2.58473, 1.57806)
H (2.76445, 1.01815, 4.34391)
H (4.34806, 0.70309, 3.56073)
H (3.82120, -0.31379, 4.90928)

Cartesian forces (eV/Å) of the 3 atoms listed first:
Pt -0.03 0.07 0.04
S 0.07 -0.16 -0.07
C -0.05 0.03 0.04

Summary:
Net charge ... -1
Frontier orbital gap (alpha / beta) ... 6.954 / 6.670 eV
Maximum force ... 0.19 eV/A
Energy relative to the best compared isomer or geometry (same formula, charge and spin) ... 0.000 eV
⟨S²⟩ ... 2.01
2S+1 ... 3

---

[8]
Formula: C6H17N2
Source: OMol25
Level of theory: ωB97M-V/def2-TZVPD

CARTESIAN COORDINATES (ANGSTROEM)
C (-1.41867, -1.36918, 1.19013)
N (0.47422, 0.42202, 0.76170)
C (1.56075, -0.07122, -0.01512)
C (2.64422, 0.99435, -0.32590)
C (3.73594, 0.42875, -1.20054)
C (-2.31955, -1.33293, -0.03129)
N (-2.46672, 0.00438, -0.65114)
C (-2.94557, 1.09538, 0.19004)
H (-0.93260, -2.34641, 1.33192)
H (-1.92331, -1.06607, 2.10696)
H (0.84551, 0.65481, 1.69455)
H (2.05652, -0.98672, 0.39323)
H (1.16347, -0.43287, -0.98023)
H (3.09169, 1.36567, 0.60693)
H (2.12559, 1.81892, -0.83075)
H (3.35864, 0.02411, -2.13627)
H (4.47690, 1.19625, -1.46036)
H (4.33759, -0.34138, -0.71857)
H (-1.88529, -1.96264, -0.82038)
H (-3.30652, -1.73554, 0.24138)
H (-0.38685, -0.42100, 0.87872)
H (-3.10854, -0.06428, -1.45176)
H (-2.17015, 1.37575, 0.90714)
H (-3.84062, 0.80234, 0.76010)
H (-3.16664, 1.94751, -0.44048)

Cartesian forces (eV/Å) of the 3 atoms listed first:
C -1.02 -1.05 0.24
N 0.84 -1.30 0.31
C -0.68 -1.26 -1.57

Summary:
Net charge ... +2
Frontier orbital gap (alpha / beta) ... 7.253 / 6.324 eV
Maximum force ... 4.11 eV/A
Energy relative to the best compared isomer or geometry (same formula, charge and spin) ... 5.121 eV
⟨S²⟩ ... 1.24
2S+1 ... 2